Entry 1:
Molecular formula: C23H72N8O13
Method: DFT, ωB97M-V/def2-TZVPD

## Properties
energy relative to the best compared isomer or geometry (same formula, charge and spin)	3.365	eV
LUMO	-0.2	eV
F_max	0.2742	Eh/bohr
multiplicity	1
calculated total energy	-63547.4812	eV
molecular weight	668.87	g mol⁻¹

Each line ends with the Löwdin charge.
Geometry (Å):
C (-0.81722, 0.04948, -5.43391)  -0.077
O (-1.04926, 0.37468, -4.07631)  -0.133
H (0.23804, -0.06998, -5.65580)  0.083
H (-1.38848, 0.62859, -6.10814)  0.081
H (-1.26288, -0.93874, -5.56731)  0.082
H (-0.44123, -0.12353, -3.53701)  0.049
C (0.07474, -0.36154, 0.08154)  -0.156
O (-0.26121, 0.33482, -1.05820)  -0.173
H (0.89063, -1.05366, 0.00174)  0.052
H (-0.89343, -0.85112, 0.40523)  0.088
H (0.45192, 0.35086, 0.81869)  0.079
H (-1.00852, 0.92263, -0.87920)  0.042
C (1.18812, -1.32350, 3.16415)  -0.124
O (1.83188, -2.57506, 3.08666)  -0.106
H (1.76444, -0.54901, 2.57645)  0.076
H (0.97734, -1.05969, 4.19436)  0.087
H (0.25401, -1.35382, 2.50860)  0.079
H (1.97766, -3.05726, 3.84027)  0.056
C (-1.99929, -2.92108, 2.33824)  -0.176
O (-3.31441, -3.41482, 2.28459)  -0.100
H (-1.82737, -2.41106, 3.25003)  0.048
H (-2.06995, -2.14963, 1.56386)  0.049
H (-1.16406, -3.63004, 2.20368)  0.088
H (-3.31681, -4.20835, 2.83729)  0.088
C (-3.30248, 1.62465, -0.79559)  -0.634
O (-4.37066, 1.24366, -1.55974)  -0.083
N (-2.23619, 2.21548, -1.21365)  0.140
N (-3.26717, 1.50755, 0.49119)  0.173
H (-2.11114, 2.49711, -2.22907)  0.044
H (-1.95706, 2.99000, -0.56396)  0.162
H (-3.99948, 0.83571, 0.78802)  0.138
H (-2.42691, 1.58868, 1.10604)  0.117
C (2.39172, -0.30888, -3.21208)  -0.653
O (2.70587, -0.46069, -4.49122)  -0.091
N (2.86973, 0.65974, -2.43199)  0.169
N (1.48958, -1.04963, -2.63423)  0.169
H (3.52499, 1.30426, -2.88054)  0.126
H (2.55977, 0.69013, -1.44082)  0.063
H (1.09900, -1.83465, -3.14469)  0.132
H (1.03882, -0.69565, -1.76620)  0.068
C (3.78003, -0.93709, 0.38045)  -0.601
O (2.86788, 0.09869, 0.32030)  -0.137
N (4.87448, -0.90748, -0.29342)  0.193
N (3.58831, -2.03298, 1.01983)  0.200
H (4.84652, -0.14241, -0.90725)  0.091
H (5.44263, -1.70271, -0.58587)  0.140
H (2.78294, -2.17683, 1.66247)  0.073
H (4.09911, -2.87663, 0.77876)  0.129
C (-2.70381, 3.37337, -4.26988)  -0.654
O (-2.57941, 4.29451, -5.28950)  -0.128
N (-1.69585, 2.84068, -3.66119)  0.084
N (-3.77920, 3.03213, -3.66089)  0.165
H (-0.77253, 3.23859, -3.90442)  0.147
H (-1.53478, 1.77293, -3.70709)  0.089
H (-4.58727, 3.50451, -4.18169)  0.159
H (-4.03717, 2.57274, -2.73823)  0.091
C (2.74883, 2.61736, 2.58290)  -0.057
C (3.75456, 1.77219, 3.28197)  -0.659
C (4.86299, 2.62380, 3.76660)  -0.045
O (3.18975, 1.14478, 4.24143)  0.009
H (1.87003, 1.98233, 2.44879)  0.049
H (3.08043, 2.98235, 1.58964)  0.086
H (2.34571, 3.50790, 3.05384)  0.092
H (4.08559, 1.07209, 2.56198)  0.118
H (5.43172, 3.03742, 2.94252)  0.085
H (5.63441, 2.08085, 4.29583)  0.073
H (4.45974, 3.32658, 4.50125)  0.095
H (3.48374, 0.20142, 4.14822)  0.138
C (-3.81531, -2.34385, -3.21757)  0.009
C (-3.08297, -1.56443, -2.12894)  -0.672
C (-3.66092, -1.56986, -0.79036)  -0.040
O (-1.88083, -1.78137, -1.97510)  -0.010
H (-4.81168, -1.99511, -3.20024)  0.069
H (-3.88636, -3.37432, -2.98329)  0.063
H (-3.46147, -2.24611, -4.25343)  0.085
H (-3.07290, -0.49796, -2.44310)  0.125
H (-3.94937, -2.53829, -0.41442)  0.095
H (-4.52400, -1.03284, -0.67220)  0.046
H (-2.96312, -1.03182, -0.13040)  0.062
H (-1.54287, -0.84356, -1.81021)  0.096
C (-1.31415, -4.88484, -0.56973)  -0.006
C (0.09555, -5.17993, -0.11521)  -0.688
C (1.07327, -4.03236, -0.23120)  -0.026
O (0.29029, -5.61274, 1.00449)  0.028
H (-1.85200, -5.79992, -0.73583)  0.083
H (-1.13616, -4.37835, -1.53136)  0.087
H (-1.81965, -4.15778, -0.00534)  0.038
H (0.37144, -6.02026, -0.74697)  0.138
H (0.88088, -3.26577, 0.61635)  0.091
H (0.96687, -3.37536, -1.07726)  0.053
H (2.10328, -4.27763, -0.13370)  0.059
H (0.67739, -6.50974, 0.88277)  0.154
C (2.66685, 4.20384, -1.42460)  -0.018
C (1.59267, 3.33255, -0.88479)  -0.746
C (0.93391, 3.82605, 0.33272)  -0.054
O (0.71392, 3.02562, -1.65005)  0.036
H (2.29620, 5.08017, -1.92999)  0.081
H (3.21555, 3.64627, -2.19366)  0.072
H (3.46273, 4.57658, -0.73395)  0.099
H (2.13110, 2.43141, -0.51925)  0.119
H (0.07323, 4.45152, 0.09104)  0.089
H (1.56777, 4.41252, 0.99340)  0.073
H (0.49066, 2.96992, 0.92516)  0.077
H (0.35397, 2.13890, -1.45921)  0.090
C (-1.86167, 0.02450, 4.92417)  -0.031
C (-1.78621, 0.94817, 3.69081)  -0.592
C (-0.51055, 1.78096, 3.71005)  -0.014
O (-1.80543, 0.43217, 2.53202)  -0.062
H (-1.70769, 0.77035, 5.73542)  0.087
H (-1.14098, -0.75245, 5.16654)  0.065
H (-2.94079, -0.19146, 5.03137)  0.087
H (-2.61962, 1.60896, 3.78848)  0.133
H (-0.29294, 2.35754, 4.60582)  0.104
H (-0.61471, 2.37246, 2.80259)  0.077
H (0.32993, 1.23103, 3.60728)  0.007
H (-2.61552, -0.08110, 2.28257)  0.131

***

Entry 2:
Molecular formula: C23H74F8N4O26
Method: DFT, ωB97M-V/def2-TZVPD

## Properties
LUMO	-0.2	eV
F_max	0.0332	Eh/bohr
multiplicity	1
calculated total energy	-105985.5032	eV
molecular weight	974.83	g mol⁻¹

Each line ends with the Löwdin charge.
Geometry (Å):
C (-4.73431, -3.61055, 0.79657)  -0.075
C (-4.32488, -3.74422, -0.67518)  -0.240
N (-2.90213, -3.81549, -0.91789)  0.036
N (-2.10714, -2.62229, -0.97799)  -0.146
C (-0.89824, -2.87220, -0.07797)  -0.006
C (-1.27464, -3.21828, 1.35187)  -0.389
C (-1.30320, -2.15119, 2.40319)  -0.031
N (-1.54192, -4.40336, 1.71009)  0.173
C (-2.81000, -1.39398, -0.59592)  -0.009
C (-1.99513, -0.12479, -0.82788)  -0.475
F (-1.07127, 0.02148, 0.18931)  0.074
C (-2.99899, 1.02745, -0.67512)  -0.072
C (-2.29584, 2.39032, -0.59757)  -0.130
C (-2.50383, 3.04847, 0.78645)  -0.195
N (-1.38649, 2.79524, 1.69901)  -0.064
C (-0.17725, 3.56754, 1.36204)  -0.138
C (0.99091, 2.62791, 1.22930)  -0.153
C (1.27154, 1.65406, 2.20571)  -0.064
C (2.31307, 0.73882, 2.04735)  -0.075
C (3.10372, 0.76936, 0.89695)  -0.064
C (2.86936, 1.75525, -0.05998)  0.001
C (1.83860, 2.67365, 0.11186)  -0.243
O (1.63977, 3.64672, -0.87799)  0.016
O (-1.43315, -0.01663, -2.07387)  0.078
C (-0.92062, -1.19247, -2.69653)  -0.213
C (0.61269, -1.37589, -2.29500)  -0.644
O (0.99663, -2.57225, -2.31265)  -0.034
O (1.23184, -0.35780, -2.01793)  0.071
C (-0.94117, -0.81813, -4.19855)  -0.365
F (-0.01857, 0.09125, -4.48092)  0.190
F (-2.15239, -0.23711, -4.45143)  0.130
C (-0.86894, -1.94862, -5.26156)  -0.327
F (-0.85714, -1.27582, -6.44165)  0.131
F (-1.97163, -2.70204, -5.27363)  0.165
C (0.38119, -2.88068, -5.32820)  -0.565
F (1.50213, -2.24259, -5.08131)  0.203
F (0.24540, -3.94798, -4.57618)  0.196
F (0.45887, -3.32352, -6.59465)  0.161
C (-1.66731, -2.46929, -2.41028)  -0.004
H (-4.16396, -2.86395, 1.32686)  0.028
H (-5.78812, -3.33694, 0.82825)  0.084
H (-4.63163, -4.56911, 1.27980)  0.049
H (-4.88322, -3.02468, -1.28009)  0.109
H (-4.72162, -4.70335, -0.99515)  0.078
H (-2.60915, -4.50194, -1.59207)  0.146
H (-0.40156, -3.73140, -0.50926)  0.135
H (-0.21496, -2.03025, -0.08792)  0.134
H (-0.30192, -1.88935, 2.73451)  0.079
H (-1.89685, -2.50641, 3.23477)  0.076
H (-1.77118, -1.23137, 2.06293)  0.057
H (-1.47518, -5.01732, 0.89622)  0.051
H (-3.71926, -1.24851, -1.16286)  0.147
H (-3.07885, -1.38382, 0.45074)  0.127
H (-3.62301, 0.84710, 0.19837)  0.122
H (-3.61452, 0.99895, -1.56989)  0.130
H (-2.70077, 3.04524, -1.36391)  0.106
H (-1.23921, 2.27511, -0.82584)  0.119
H (-3.37579, 2.56712, 1.23072)  0.106
H (-2.70899, 4.10628, 0.68574)  0.082
H (-1.19014, 1.80766, 1.60282)  0.065
H (0.01424, 4.34262, 2.10003)  0.125
H (-0.30298, 4.00938, 0.37655)  0.102
H (0.63562, 1.65124, 3.08163)  0.094
H (2.47465, -0.00667, 2.81372)  0.097
H (3.87770, 0.03817, 0.76210)  0.080
H (3.49646, 1.78209, -0.93605)  0.115
H (2.01629, 4.46049, -0.52831)  0.098
H (-0.99340, -3.29176, -2.62299)  0.131
H (-2.58405, -2.53208, -2.98979)  0.150
O (1.67153, -3.57992, 2.67199)  -0.050
H (1.55913, -4.46017, 3.04413)  0.039
H (2.40206, -3.66919, 2.05073)  0.043
O (-2.28461, 5.85323, -1.03309)  -0.041
H (-3.08368, 6.15913, -1.47461)  0.051
H (-1.59091, 6.43331, -1.36384)  0.050
O (2.89139, 4.05976, 3.92381)  -0.063
H (3.42418, 3.92180, 4.71642)  -0.003
H (2.85999, 3.19087, 3.50534)  0.020
O (5.41479, 3.18406, 4.15036)  -0.067
H (6.33538, 2.99905, 3.93862)  0.050
H (5.15988, 3.86619, 3.51705)  0.009
O (3.88963, -1.94924, -7.31996)  -0.039
H (3.24576, -1.58216, -7.93419)  0.056
H (3.43595, -1.92841, -6.46895)  0.017
O (-4.01118, -6.43754, 0.57247)  -0.064
H (-3.50668, -6.40341, 1.39485)  0.043
H (-3.97954, -7.37331, 0.33442)  0.017
O (-0.69174, 0.72362, -9.01068)  -0.055
H (-0.96103, -0.07825, -8.55190)  0.011
H (0.05975, 1.04578, -8.50373)  0.032
O (-1.41403, 1.12380, 4.18958)  -0.061
H (-1.46784, 1.52692, 3.31348)  -0.012
H (-2.01984, 1.65852, 4.71264)  0.050
O (5.41787, 6.21176, 4.25336)  -0.057
H (4.46189, 6.05879, 4.24155)  0.033
H (5.68252, 5.88105, 5.11126)  0.043
O (3.83745, 5.40093, 6.35749)  -0.038
H (3.04364, 5.42602, 6.90313)  0.066
H (4.55302, 5.45161, 7.00083)  0.059
O (-0.29518, -0.90720, 6.45002)  -0.051
H (0.64415, -1.05967, 6.31427)  0.049
H (-0.54090, -0.26632, 5.77318)  0.010
O (4.15505, 8.10650, 2.51080)  -0.052
H (4.59934, 7.63481, 3.22994)  -0.002
H (4.87099, 8.53549, 2.03067)  0.048
O (5.91251, -4.31659, -7.39133)  -0.062
H (5.07593, -3.83818, -7.43179)  -0.007
H (5.71226, -5.18954, -7.74076)  0.029
O (-6.11360, -6.34504, -1.79883)  -0.048
H (-6.75499, -7.04004, -1.62061)  0.043
H (-6.20448, -6.17158, -2.74160)  0.042
O (4.61464, -0.65010, -1.25773)  -0.056
H (3.98333, -0.81318, -1.96958)  0.033
H (5.34084, -1.25712, -1.42879)  0.038
O (-3.00729, -1.33447, 7.46739)  -0.070
H (-2.05939, -1.47208, 7.32426)  -0.001
H (-3.25030, -0.68430, 6.80301)  0.017
O (-3.30566, -9.28802, -0.74697)  -0.045
H (-3.82390, -9.67321, -1.45994)  0.042
H (-2.53696, -9.86117, -0.66801)  0.044
O (-4.65845, -2.00505, 3.40656)  -0.058
H (-5.60477, -2.17125, 3.35070)  0.042
H (-4.43903, -2.18856, 4.32710)  0.044
O (6.59303, 5.33608, 1.67079)  -0.056
H (6.51357, 5.74382, 0.80253)  0.035
H (6.04664, 5.88060, 2.25059)  -0.013
O (-2.10950, 6.81505, 2.20724)  -0.059
H (-2.15937, 6.20149, 1.46409)  -0.008
H (-2.04059, 7.67933, 1.79180)  0.030
O (5.26557, -2.03077, -4.57924)  -0.046
H (4.57361, -2.69591, -4.50574)  0.031
H (5.25887, -1.76666, -5.50661)  0.013
O (3.84571, 7.28292, -0.36948)  -0.066
H (3.12043, 7.58960, -0.92090)  0.030
H (3.49560, 7.30464, 0.53213)  0.007

***

How do the records compare in gap between HOMO and LUMO? In the order shown, they have 8.3; 8.0 eV.
How do the records compare in highest occupied orbital energy? In the order shown, they have -8.4; -8.2 eV.